[1]
DFT (ωB97M-V/def2-TZVPD) results for a cluster of 6 separate species, C35H39NO3S in total in a non-equilibrium geometry.

The geometry in XYZ format:
```
79
Properties=species:S:1:pos:R:3:forces:R:3
C 5.352709 -1.268086 1.260669 -0.76 0.12 -0.18
S 4.112725 -2.453742 1.699242 0.17 -1.38 0.36
O 3.904485 -2.458075 3.121730 -0.13 0.70 0.14
O 4.460943 -3.725812 1.115428 0.06 0.28 -0.48
C 2.653991 -1.865193 0.820842 0.30 0.66 -0.19
C 1.795002 -0.826517 1.570171 -0.26 -1.01 -0.49
C 0.383928 -1.172673 1.071424 0.14 0.61 -0.27
C 0.510475 -2.416730 0.232267 -0.37 -0.72 -0.06
O -0.330913 -2.865143 -0.519196 0.60 0.01 0.53
N 1.788494 -2.958451 0.428223 -0.09 0.93 -0.32
H 5.003113 -0.291032 1.575460 0.15 0.18 0.25
H 6.266489 -1.570816 1.747342 0.22 -0.01 0.14
H 5.436470 -1.276990 0.181377 0.24 -0.11 -0.17
H 3.068983 -1.375267 -0.065203 0.17 -0.09 -0.14
H 2.062322 0.156990 1.213922 0.20 0.36 0.43
H 1.921473 -0.958310 2.636122 -0.03 0.22 0.23
H -0.380660 -1.249727 1.832334 -0.10 -0.19 0.19
H 0.046560 -0.398475 0.383007 -0.22 0.10 -0.01
H 2.163984 -3.443911 -0.373639 -0.22 -0.58 0.07
C 2.435155 -5.446954 3.749768 0.02 0.02 0.03
C 1.665282 -5.848439 2.666544 -0.02 -0.03 0.00
C 0.930476 -7.024689 2.731331 0.00 0.00 -0.01
C 0.966587 -7.804880 3.878521 -0.01 -0.01 -0.01
C 1.740149 -7.408653 4.960007 0.01 0.00 0.02
C 2.472360 -6.231056 4.895087 -0.01 0.01 0.01
H 3.004400 -4.526559 3.699931 -0.03 -0.10 0.01
H 1.642730 -5.242902 1.770902 0.00 0.02 -0.01
H 0.330479 -7.335192 1.885318 -0.01 0.00 -0.01
H 0.393503 -8.721829 3.929093 0.00 -0.01 0.00
H 1.772835 -8.018449 5.853819 0.00 0.00 0.01
H 3.075007 -5.922586 5.739692 0.01 0.00 0.01
C -3.421464 -0.255096 0.526519 0.01 0.01 -0.01
C -4.056719 0.706951 1.299845 0.01 0.01 0.01
C -4.370773 0.436170 2.624703 0.00 0.01 0.01
C -4.051505 -0.796946 3.175948 0.02 0.01 0.02
C -3.419823 -1.760942 2.401995 0.00 0.02 0.01
C -3.104935 -1.490116 1.077555 0.01 -0.03 -0.08
H -3.171959 -0.044159 -0.506546 -0.02 -0.01 -0.01
H -4.309535 1.667406 0.868710 -0.01 0.02 -0.01
H -4.866282 1.185936 3.227631 -0.01 0.01 0.01
H -4.295031 -1.006831 4.209207 -0.01 0.00 0.01
H -3.171107 -2.722891 2.831293 0.00 -0.02 0.00
H -2.606373 -2.237459 0.472512 0.01 0.00 0.00
C 0.899650 4.673600 1.844062 0.00 0.00 0.02
C -0.375287 4.518380 2.370167 0.00 0.00 0.00
C -1.204192 3.508579 1.901445 -0.01 0.01 0.02
C -0.759831 2.654515 0.902929 0.00 -0.06 -0.04
C 0.514220 2.813372 0.375444 0.01 -0.05 -0.01
C 1.346053 3.819874 0.845430 0.01 0.00 0.00
H 1.545674 5.459105 2.213227 0.00 0.02 0.00
H -0.723593 5.185915 3.147054 0.00 0.01 0.02
H -2.197134 3.386519 2.313724 -0.02 -0.02 0.01
H -1.406386 1.865763 0.536980 -0.01 0.01 0.01
H 0.858404 2.149301 -0.408023 0.02 0.00 -0.04
H 2.339759 3.940584 0.433232 0.01 0.01 -0.01
C -0.914864 1.245498 -3.923305 0.05 0.07 -0.01
C -1.890799 0.913382 -4.851564 -0.02 -0.01 -0.01
C -2.651789 -0.234972 -4.676367 -0.01 0.00 0.02
C -2.438963 -1.049684 -3.572308 -0.01 0.03 -0.03
C -1.459399 -0.721128 -2.645307 0.00 0.07 0.04
C -0.699330 0.425675 -2.825676 -0.02 0.01 0.03
H -0.323956 2.143899 -4.052877 0.01 -0.01 -0.04
H -2.058373 1.549007 -5.711646 0.00 0.01 -0.01
H -3.414147 -0.492993 -5.399723 -0.01 0.00 -0.01
H -3.037013 -1.940651 -3.432413 0.00 -0.02 0.00
H -1.286582 -1.349521 -1.782665 -0.03 -0.08 -0.05
H 0.063726 0.686280 -2.101973 0.03 0.01 0.01
C 0.221215 7.239727 -5.106570 0.00 0.01 0.00
C -0.754217 6.923847 -6.041692 0.00 0.01 -0.01
C -1.520649 5.777831 -5.885142 0.01 0.00 -0.01
C -1.308820 4.946499 -4.794635 -0.03 -0.04 0.01
C -0.331383 5.260437 -3.860822 0.00 -0.02 0.02
C 0.433181 6.407773 -4.016375 0.01 0.00 0.00
H 0.815460 8.136017 -5.226595 0.01 0.01 -0.01
H -0.917409 7.571674 -6.892841 -0.01 0.01 -0.01
H -2.282905 5.532490 -6.612953 -0.01 0.00 -0.01
H -1.909306 4.054457 -4.668007 -0.01 0.00 0.01
H -0.168288 4.612356 -3.008432 -0.01 0.00 0.02
H 1.193243 6.654719 -3.286692 0.01 0.00 0.01
```
Positions in Å, forces in eV/Å.

The value obtained for the HOMO energy is -8.93 eV. The structure (SMILES) is CS(=O)(=O)[C@@H]1CCC(=O)N1.c1ccccc1.c1ccccc1.c1ccccc1.c1ccccc1.c1ccccc1. The value obtained for the LUMO energy is 0.034 eV.



[2]
DFT (ωB97M-V/def2-TZVPD) results for a structure of composition C35H40Br2N3O5RuS in a non-equilibrium geometry.

The geometry in XYZ format:
```
87
Properties=species:S:1:pos:R:3:forces:R:3
Ru -0.011944 0.113166 0.633123 -0.09 -0.20 -1.37
Br -5.036029 -0.154244 1.497074 -0.01 -0.04 -0.01
C -3.786141 1.185359 1.960585 0.09 0.04 -0.03
C -4.186831 2.236388 2.793464 0.01 0.04 -0.01
C -3.302376 3.215084 3.147214 0.00 0.04 0.02
Br -3.886420 4.609977 4.303853 0.00 -0.03 -0.02
C -1.971363 3.201512 2.665359 0.19 0.33 -0.09
C -0.974262 4.164050 2.972582 0.11 -0.07 -0.08
C 0.283099 4.042087 2.448502 -0.23 -0.12 -0.01
C 0.580228 2.956307 1.601669 -0.30 -0.06 -0.20
N -0.334972 2.069808 1.269070 0.22 0.00 0.79
C -1.592588 2.158556 1.805797 -0.10 -0.11 -0.05
C -2.491860 1.079663 1.464330 0.05 0.04 -0.08
O -2.071188 0.102094 0.729311 -0.08 0.14 0.26
H -5.202371 2.263284 3.163363 0.00 -0.02 -0.01
H -1.214934 4.980149 3.640278 -0.01 -0.01 0.00
H 1.066354 4.740545 2.704095 0.00 0.02 -0.01
H 1.576578 2.789328 1.212239 -0.03 -0.04 0.04
O 2.511852 -1.319847 2.953254 0.07 0.03 -0.05
S 1.857548 -0.089559 2.575125 -0.10 -0.06 0.22
O 2.292883 1.085990 3.300169 -0.03 0.00 -0.01
O 2.016420 0.161134 1.055318 -0.01 0.14 0.14
O 0.329148 -0.243805 2.650046 0.21 -0.19 0.14
C -2.605670 -3.801839 1.261221 0.01 0.02 0.01
C -1.554024 -2.985960 2.017790 0.03 -0.01 -0.04
C -1.841694 -2.955717 3.514693 0.01 -0.01 0.02
C -0.165742 -3.494847 1.696767 0.04 0.01 -0.07
C 0.371334 -4.589758 2.361008 0.00 0.02 -0.05
C 1.623236 -5.082355 2.028229 0.01 0.04 -0.06
C 2.368104 -4.465550 1.038609 0.00 -0.03 0.05
C 1.878857 -3.357517 0.356152 0.12 -0.04 0.00
C 2.760627 -2.633730 -0.645431 0.00 0.09 0.01
C 4.117544 -2.283407 -0.033036 -0.01 -0.03 0.01
C 2.933516 -3.440721 -1.933135 -0.01 0.02 0.01
C 0.597190 -2.913436 0.678183 -0.27 0.01 0.07
N 0.086567 -1.781755 -0.035992 0.13 0.18 -0.08
C -0.172905 -1.926582 -1.308727 -0.09 0.14 0.10
C -0.308152 -0.715067 -2.044847 0.01 -0.03 0.17
N -0.125048 0.378866 -1.344794 -0.32 -0.33 0.06
C -0.038322 1.617954 -2.059719 0.08 -0.02 0.13
C -1.191289 2.311325 -2.430424 0.02 0.00 -0.01
C -1.031281 3.496220 -3.144529 0.00 0.01 0.02
C 0.225559 3.984030 -3.453116 -0.01 -0.01 0.01
C 1.354127 3.293402 -3.039810 0.00 0.01 -0.01
C 1.244932 2.102708 -2.333673 0.07 0.03 0.00
C 2.473448 1.334141 -1.887676 -0.02 -0.05 0.04
C 3.606252 2.245939 -1.419712 0.00 -0.02 -0.03
C 2.963017 0.404805 -3.002131 0.01 0.01 0.01
C -2.579438 1.814926 -2.082028 0.02 -0.09 0.02
C -3.309112 1.312426 -3.329391 0.01 -0.02 0.01
C -3.404116 2.893932 -1.379057 0.00 0.00 -0.02
H -3.608506 -3.453300 1.512846 -0.04 0.03 0.00
H -2.532362 -4.862584 1.514490 -0.01 -0.02 0.02
H -2.477860 -3.700782 0.181668 0.02 -0.02 -0.02
H -1.619766 -1.961368 1.663577 0.00 0.12 -0.04
H -1.921146 -3.959376 3.941231 0.01 -0.01 0.00
H -2.792003 -2.448317 3.689954 -0.03 0.01 0.01
H -1.059088 -2.408180 4.039366 0.01 0.01 0.01
H -0.196467 -5.060775 3.153181 0.00 -0.01 0.00
H 2.027369 -5.936456 2.556981 0.01 -0.01 0.01
H 3.362059 -4.829462 0.810729 0.03 -0.01 0.01
H 2.278948 -1.684544 -0.891749 0.07 -0.07 0.03
H 4.731723 -3.176334 0.106149 0.02 -0.02 0.01
H 3.985094 -1.794443 0.930612 -0.02 0.02 0.02
H 4.660103 -1.608688 -0.698863 0.03 0.02 -0.03
H 3.404144 -4.403857 -1.724070 0.01 -0.03 0.01
H 3.568848 -2.902451 -2.639701 0.02 0.02 -0.02
H 1.975941 -3.638837 -2.419325 0.00 -0.01 0.00
H -0.166107 -2.904850 -1.779375 -0.02 0.03 0.02
H -0.444120 -0.688647 -3.121637 0.01 0.01 0.03
H -1.910058 4.049593 -3.451254 -0.02 0.01 -0.01
H 0.328229 4.909400 -4.005049 0.00 0.03 -0.01
H 2.336238 3.688485 -3.264903 0.03 0.01 -0.01
H 2.189488 0.718385 -1.031352 0.06 0.09 -0.09
H 4.109598 2.735447 -2.257734 0.00 0.02 -0.02
H 4.348343 1.655993 -0.881964 0.02 -0.02 0.01
H 3.242089 3.019626 -0.743580 -0.01 0.00 0.04
H 3.210933 0.978237 -3.899302 0.02 0.00 -0.02
H 2.206320 -0.334017 -3.270901 -0.03 -0.01 -0.01
H 3.857674 -0.133275 -2.681471 0.01 -0.01 0.01
H -2.475349 0.974886 -1.394266 0.00 0.03 0.03
H -3.429907 2.113420 -4.062996 0.00 0.02 -0.01
H -4.300247 0.940940 -3.063932 -0.02 -0.01 0.00
H -2.760189 0.500266 -3.809013 0.01 -0.01 -0.01
H -4.355167 2.478681 -1.042858 -0.03 -0.02 0.02
H -2.882760 3.288574 -0.507294 0.03 0.01 0.04
H -3.620354 3.729173 -2.049422 -0.02 0.01 -0.01
```
Positions in Å, forces in eV/Å.

The value obtained for the HOMO energy (spin up / spin down) is -4.73 / -4.74 eV. As for the total charge: -1. The value obtained for the LUMO energy (spin up / spin down) is 1.930 / 1.926 eV.